# 1
{"formula": "C23H27CrN5O3PS", "method": "ωB97M-V with the def2-TZVPD basis set", "s2": 0.762, "multiplicity": 2, "homo_energy_ev": [-7.61, -7.18], "e_lumo_ev": [0.36, 0.36], "relative_energy_kcal_mol": 0.0, "elements": ["Cr", "N", "N", "C", "O", "O", "H", "H", "H", "C", "C", "C", "C", "C", "C", "P", "C", "C", "C", "C", "C", "C", "C", "C", "C", "C", "C", "C", "H", "H", "H", "H", "H", "H", "H", "H", "H", "H", "H", "H", "H", "H", "N", "C", "O", "C", "C", "H", "H", "H", "H", "H", "H", "N", "C", "N", "S", "H", "H", "H", "H"], "positions_angstrom": [[-0.906, 0.535, -0.083], [-1.225, 1.783, 1.868], [-2.620, 1.954, 1.939], [-3.353, 1.394, 0.898], [-4.477, 1.820, 0.649], [-2.767, 0.423, 0.274], [-0.873, 1.385, 2.730], [-0.748, 2.659, 1.687], [-2.964, 2.839, 2.273], [4.222, -0.289, 5.913], [3.044, 0.443, 5.877], [2.387, 0.635, 4.671], [2.881, 0.087, 3.488], [4.067, -0.643, 3.538], [4.733, -0.827, 4.741], [1.901, 0.383, 1.966], [3.208, 0.132, 0.695], [4.052, 1.205, 0.414], [5.084, 1.078, -0.507], [5.268, -0.124, -1.180], [4.419, -1.192, -0.923], [3.399, -1.066, 0.013], [0.878, -1.134, 1.825], [1.157, -2.266, 2.596], [0.366, -3.399, 2.497], [-0.707, -3.402, 1.618], [-0.976, -2.279, 0.848], [-0.212, -1.108, 0.930], [4.743, -0.435, 6.851], [2.642, 0.873, 6.786], [1.475, 1.221, 4.644], [4.477, -1.070, 2.633], [5.654, -1.396, 4.763], [3.900, 2.149, 0.924], [5.743, 1.916, -0.700], [6.072, -0.229, -1.898], [4.556, -2.130, -1.446], [2.732, -1.899, 0.202], [1.991, -2.264, 3.287], [0.587, -4.268, 3.105], [-1.340, -4.278, 1.534], [-1.831, -2.303, 0.182], [2.226, 1.033, -2.646], [1.062, 0.712, -2.073], [0.881, 0.972, -0.869], [-0.040, 0.072, -2.856], [-1.048, -0.509, -1.861], [2.984, 1.327, -2.045], [2.446, 0.677, -3.559], [0.392, -0.658, -3.551], [-0.475, 0.867, -3.472], [-0.850, -1.575, -1.734], [-2.069, -0.406, -2.237], [-2.376, 3.043, -3.696], [-2.640, 2.687, -2.415], [-3.807, 2.116, -2.171], [-1.453, 2.971, -1.231], [-3.127, 3.150, -4.359], [-1.548, 3.593, -3.840], [-4.452, 1.929, -2.921], [-4.099, 1.895, -1.211]], "lowdin_spin": [1.0050, 0.0007, 0.0000, 0.0019, 0.0007, 0.0121, 0.0008, 0.0000, -0.0001, 0.0000, 0.0000, 0.0000, 0.0003, 0.0000, 0.0000, 0.0016, 0.0005, 0.0000, 0.0001, 0.0000, 0.0000, 0.0001, 0.0053, -0.0023, 0.0110, -0.0019, 0.0070, -0.0247, 0.0000, 0.0000, 0.0000, 0.0000, 0.0000, 0.0000, 0.0000, 0.0000, 0.0000, 0.0001, -0.0005, 0.0007, -0.0005, 0.0007, 0.0027, 0.0024, 0.0030, -0.0045, -0.0209, 0.0001, 0.0001, -0.0007, 0.0000, 0.0018, 0.0003, -0.0002, -0.0004, 0.0001, -0.0020, 0.0000, 0.0000, 0.0000, 0.0000]}

***

# 2
{"formula": "C23H27FN2O3", "method": "ωB97M-V with the def2-TZVPD basis set", "smiles": "COc1ccccc1CCCNC(=O)[C@H]1CCC(=O)N(Cc2ccccc2F)C1", "multiplicity": 1, "homo_energy_ev": -8.49, "e_lumo_ev": 0.45, "relative_energy_kcal_mol": 3.4, "elements": ["C", "O", "C", "C", "C", "C", "C", "C", "C", "C", "C", "N", "C", "O", "C", "C", "C", "C", "O", "N", "C", "C", "C", "C", "C", "C", "C", "F", "C", "H", "H", "H", "H", "H", "H", "H", "H", "H", "H", "H", "H", "H", "H", "H", "H", "H", "H", "H", "H", "H", "H", "H", "H", "H", "H", "H"], "positions_angstrom": [[-5.159, -0.134, -1.936], [-4.507, -0.314, -0.704], [-3.267, -0.901, -0.697], [-2.548, -1.209, -1.843], [-1.302, -1.809, -1.744], [-0.766, -2.099, -0.506], [-1.481, -1.784, 0.638], [-2.728, -1.188, 0.567], [-3.511, -0.890, 1.814], [-3.707, 0.607, 2.085], [-2.393, 1.383, 2.159], [-1.831, 1.627, 0.850], [-0.583, 1.255, 0.498], [0.187, 0.712, 1.260], [-0.230, 1.624, -0.946], [0.019, 3.128, -1.067], [1.148, 3.517, -0.125], [2.376, 2.626, -0.206], [3.439, 2.999, 0.261], [2.237, 1.422, -0.796], [3.374, 0.519, -0.837], [3.135, -0.678, 0.043], [2.934, -0.520, 1.409], [2.664, -1.608, 2.217], [2.595, -2.881, 1.675], [2.797, -3.068, 0.319], [3.057, -1.964, -0.473], [3.230, -2.158, -1.806], [1.031, 0.895, -1.393], [-5.280, -1.081, -2.471], [-6.142, 0.268, -1.693], [-4.629, 0.579, -2.577], [-2.950, -0.997, -2.822], [-0.757, -2.048, -2.645], [0.201, -2.571, -0.421], [-1.056, -2.006, 1.605], [-3.000, -1.341, 2.666], [-4.500, -1.346, 1.724], [-4.334, 1.036, 1.303], [-4.231, 0.719, 3.036], [-1.639, 0.828, 2.721], [-2.565, 2.346, 2.656], [-2.451, 2.015, 0.157], [-1.057, 1.314, -1.592], [0.295, 3.360, -2.099], [-0.881, 3.698, -0.823], [0.806, 3.463, 0.912], [1.477, 4.542, -0.303], [3.550, 0.208, -1.872], [4.236, 1.087, -0.475], [2.980, 0.473, 1.825], [2.503, -1.463, 3.274], [2.383, -3.733, 2.304], [2.749, -4.047, -0.133], [1.118, 0.954, -2.488], [0.946, -0.159, -1.113]], "lowdin_charge": [-0.0833, -0.0997, -0.2353, -0.0311, -0.0853, -0.0826, -0.0299, -0.1666, -0.1309, -0.1697, -0.1631, 0.0843, -0.4698, 0.0858, -0.2035, -0.1387, -0.0740, -0.4527, 0.0449, -0.0275, -0.0723, -0.1388, -0.0202, -0.0756, -0.0852, -0.0322, -0.2406, 0.0511, -0.1006, 0.0985, 0.0948, 0.0936, 0.1021, 0.1090, 0.0912, 0.1193, 0.1177, 0.1215, 0.1027, 0.1120, 0.1246, 0.1207, 0.1466, 0.1401, 0.1235, 0.1122, 0.1293, 0.1255, 0.1315, 0.1320, 0.1227, 0.1041, 0.1031, 0.1171, 0.1404, 0.1077]}

***

# 3
{"formula": "C23H27InN5O5S2Sb", "method": "ωB97M-V with the def2-TZVPD basis set", "multiplicity": 1, "homo_energy_ev": -8.09, "e_lumo_ev": -0.87, "relative_energy_kcal_mol": 15.8, "elements": ["In", "C", "S", "C", "S", "N", "N", "C", "C", "C", "C", "C", "C", "N", "H", "H", "H", "H", "H", "H", "H", "H", "O", "C", "C", "C", "C", "C", "C", "C", "O", "O", "H", "H", "H", "H", "H", "C", "Sb", "C", "C", "H", "H", "H", "H", "H", "H", "H", "H", "H", "C", "N", "C", "C", "C", "O", "N", "C", "O", "H", "H", "H", "H", "H"], "positions_angstrom": [[-0.483, -0.199, -1.542], [-3.636, -3.096, -5.163], [-4.080, -1.436, -4.571], [-2.582, -0.814, -3.930], [-1.270, -1.836, -3.535], [-2.563, 0.490, -3.843], [-1.502, 1.017, -3.288], [-1.069, 2.196, -3.516], [0.251, 2.523, -3.026], [0.764, 3.819, -3.106], [2.084, 4.043, -2.762], [2.859, 2.960, -2.374], [2.259, 1.708, -2.293], [0.996, 1.495, -2.602], [-4.517, -3.720, -5.059], [-2.817, -3.474, -4.558], [-3.343, -3.024, -6.207], [-1.600, 2.904, -4.151], [0.114, 4.623, -3.420], [2.500, 5.039, -2.809], [3.905, 3.076, -2.137], [2.818, 0.833, -1.993], [2.021, -2.457, 2.999], [2.678, -1.344, 2.686], [3.593, -0.823, 3.609], [4.322, 0.312, 3.321], [4.142, 0.968, 2.109], [3.231, 0.475, 1.200], [2.494, -0.680, 1.459], [1.492, -1.174, 0.474], [0.778, -2.156, 0.731], [1.454, -0.560, -0.645], [1.339, -2.596, 2.298], [3.701, -1.342, 4.549], [5.028, 0.699, 4.041], [4.709, 1.859, 1.877], [3.066, 0.993, 0.268], [-1.371, -4.191, 0.297], [-1.930, -2.116, 0.148], [-3.924, -2.521, -0.662], [-2.617, -1.834, 2.150], [-2.260, -4.792, 0.148], [-0.972, -4.347, 1.293], [-0.612, -4.434, -0.437], [-4.512, -3.022, 0.103], [-3.837, -3.170, -1.530], [-4.416, -1.595, -0.950], [-3.104, -2.756, 2.452], [-3.321, -1.009, 2.172], [-1.767, -1.620, 2.786], [0.888, 1.673, 4.486], [0.299, 1.743, 3.172], [0.108, 2.920, 2.554], [-0.381, 2.988, 1.297], [-0.653, 1.747, 0.632], [-0.997, 1.731, -0.592], [-0.552, 0.604, 1.291], [-0.110, 0.536, 2.556], [-0.045, -0.498, 3.195], [0.764, 2.628, 4.994], [1.952, 1.436, 4.410], [0.399, 0.872, 5.041], [0.374, 3.807, 3.113], [-0.539, 3.919, 0.785]], "lowdin_charge": [0.6650, -0.4012, 0.8599, -1.1105, 0.5996, -0.0845, -0.1153, -0.0434, -0.2633, -0.0008, -0.0443, -0.0312, -0.1082, 0.0770, 0.0315, -0.0259, 0.0342, 0.1420, 0.1173, 0.1118, 0.1091, 0.1118, 0.0803, -0.2754, -0.0120, -0.0951, -0.0976, -0.0185, -0.0692, -0.5781, -0.0746, -0.1088, 0.0834, 0.1181, 0.1032, 0.0958, 0.0943, -0.2642, 1.3960, -0.3030, -0.2655, 0.0075, 0.0095, 0.0078, 0.0007, -0.0092, -0.0012, 0.0132, 0.0160, -0.0173, -0.0084, -0.0362, -0.0554, 0.0166, -0.4886, -0.0922, 0.1552, -0.5018, 0.0381, 0.0899, 0.0829, 0.0977, 0.1297, 0.1056]}

***

# 4
{"formula": "C23H27IrN5Se4SiTe", "method": "ωB97M-V with the def2-TZVPD basis set", "multiplicity": 1, "homo_energy_ev": -3.82, "e_lumo_ev": 2.41, "relative_energy_kcal_mol": 59.3, "charge": -1, "elements": ["Ir", "C", "C", "C", "C", "C", "N", "C", "C", "C", "C", "C", "C", "C", "N", "C", "C", "C", "N", "C", "C", "N", "C", "C", "C", "N", "H", "H", "H", "H", "H", "H", "H", "H", "H", "H", "H", "H", "H", "H", "H", "H", "H", "H", "Se", "Se", "Te", "Se", "C", "Si", "C", "C", "Se", "H", "H", "H", "H", "H", "H", "H", "H", "H"], "positions_angstrom": [[0.506, -1.835, 0.465], [5.036, 3.135, -2.132], [3.895, 2.192, -1.866], [3.000, 1.836, -2.871], [1.953, 0.981, -2.614], [1.727, 0.424, -1.338], [0.645, -0.393, -1.141], [-0.552, -0.008, -1.696], [-0.920, 1.355, -1.740], [-2.125, 1.773, -2.250], [-3.029, 0.862, -2.791], [-4.350, 1.318, -3.347], [-2.707, -0.480, -2.721], [-1.509, -0.920, -2.168], [-1.297, -2.313, -2.096], [-1.666, -3.221, -3.022], [-1.383, -4.468, -2.511], [-0.842, -4.221, -1.247], [-0.799, -2.920, -1.014], [2.663, 0.754, -0.344], [3.717, 1.621, -0.618], [2.569, 0.270, 0.981], [2.845, 0.982, 2.089], [2.849, 0.110, 3.156], [2.560, -1.133, 2.600], [2.379, -1.028, 1.281], [4.740, 3.886, -2.863], [5.900, 2.597, -2.526], [5.344, 3.643, -1.220], [3.128, 2.241, -3.868], [1.268, 0.709, -3.404], [-0.239, 2.067, -1.296], [-2.385, 2.824, -2.223], [-4.242, 2.284, -3.840], [-5.080, 1.429, -2.542], [-4.746, 0.598, -4.062], [-3.421, -1.211, -3.081], [-2.082, -2.926, -3.967], [-1.534, -5.417, -2.989], [-0.486, -4.923, -0.511], [4.409, 1.863, 0.179], [2.963, 2.048, 2.047], [3.032, 0.336, 4.189], [2.483, -2.090, 3.086], [0.080, -3.638, 2.230], [1.554, -5.255, 1.533], [3.410, -3.921, 0.449], [2.202, -2.677, -1.279], [-3.507, -0.474, 3.662], [-1.978, 0.643, 3.521], [-2.580, 2.449, 3.450], [-0.929, 0.431, 5.093], [-0.798, 0.330, 1.631], [-4.176, -0.147, 4.459], [-3.208, -1.501, 3.867], [-4.065, -0.471, 2.727], [-3.196, 2.716, 4.308], [-3.166, 2.609, 2.547], [-1.731, 3.129, 3.415], [-1.439, 0.810, 5.980], [0.018, 0.959, 4.994], [-0.705, -0.622, 5.255]], "lowdin_charge": [0.5607, -0.0653, -0.2910, -0.0481, -0.0215, -0.3267, -0.1997, -0.3068, -0.0498, -0.0446, -0.2887, -0.0640, 0.0107, -0.1267, -0.0714, -0.0585, -0.0448, -0.1828, -0.0998, -0.1402, 0.0132, -0.0933, -0.0679, -0.0453, -0.1956, -0.1772, 0.0700, 0.0765, 0.0698, 0.1081, 0.1207, 0.1151, 0.1103, 0.0704, 0.0791, 0.0693, 0.1134, 0.1204, 0.0922, 0.0470, 0.1153, 0.1294, 0.0961, 0.0687, -0.1183, -0.2617, 0.2693, 0.0652, -0.2347, 0.0753, -0.2514, -0.2348, 0.3130, 0.0147, 0.0181, 0.0161, 0.0150, 0.0140, 0.0132, 0.0140, 0.0072, 0.0189]}

***

Which formula does entry 3 have?
C23H27InN5O5S2Sb